Density functional theory data (ωB97M-V/def2-TZVPD) for 6 unconnected molecules or ions with the total composition C37H54ClN3O12.

Last column: Mulliken charge in e.
Positions of all 107 atoms, in Å:
C  5.87  2.89  0.82  -1.343
C  4.94  3.54  1.84  0.511
Cl  5.61  5.09  2.44  -0.230
C  4.61  2.59  3.01  -1.564
C  3.44  1.72  2.61  0.386
C  3.67  0.51  2.01  -0.685
C  2.60  -0.28  1.55  -0.093
N  2.85  -1.47  0.92  -0.511
C  1.81  -2.12  0.48  -0.394
C  0.47  -1.66  0.66  0.693
C  -0.67  -2.46  0.09  -1.249
C  -0.88  -2.21  -1.43  0.452
O  -0.28  -0.96  -1.73  -0.572
C  -0.33  -3.33  -2.32  -0.592
N  1.10  -3.18  -2.65  -0.330
N  0.21  -0.55  1.28  -0.576
C  1.28  0.16  1.73  0.113
C  1.07  1.39  2.37  -0.175
C  2.10  2.17  2.81  0.674
C  1.78  3.49  3.45  -0.844
C  1.45  3.41  4.93  0.661
C  2.52  2.78  5.81  -1.436
O  1.25  4.79  5.32  -0.599
H  5.29  2.41  0.04  0.213
H  6.49  2.11  1.28  0.274
H  6.52  3.62  0.35  0.506
H  3.99  3.76  1.35  0.358
H  4.37  3.18  3.90  0.251
H  5.49  1.99  3.24  0.657
H  4.68  0.16  1.84  0.491
H  1.98  -3.05  -0.05  0.399
H  -1.57  -2.15  0.62  0.444
H  -0.51  -3.53  0.25  0.303
H  -1.96  -2.10  -1.62  0.343
H  -0.13  -0.90  -2.68  0.335
H  -0.48  -4.30  -1.85  0.415
H  -0.91  -3.32  -3.25  -0.108
H  1.59  -4.01  -2.37  0.255
H  1.20  -3.09  -3.65  0.287
H  0.05  1.73  2.50  0.570
H  2.58  4.22  3.29  0.369
H  0.89  3.89  2.95  -0.244
H  0.49  2.90  5.09  0.314
H  2.10  2.53  6.78  0.478
H  3.31  3.52  5.98  0.391
H  2.94  1.89  5.35  0.238
H  1.07  4.80  6.27  0.333
O  0.42  -3.60  -5.50  -0.604
C  -0.51  -3.55  -6.24  0.513
C  -0.69  -4.21  -7.59  -0.436
C  -1.87  -3.46  -8.19  -0.478
C  -2.64  -3.04  -6.93  -0.444
O  -1.63  -2.86  -5.93  -0.353
H  -0.91  -5.27  -7.43  0.263
H  0.23  -4.12  -8.18  0.318
H  -2.48  -4.04  -8.88  0.325
H  -1.52  -2.57  -8.71  0.261
H  -3.32  -3.82  -6.59  0.258
H  -3.19  -2.11  -7.05  0.310
O  -2.81  -5.23  -2.60  -0.555
C  -3.07  -5.75  -1.56  0.445
C  -4.03  -6.89  -1.30  -0.483
C  -4.22  -6.83  0.22  -0.538
C  -2.89  -6.24  0.68  -0.487
O  -2.47  -5.38  -0.40  -0.198
H  -3.55  -7.82  -1.62  0.265
H  -4.95  -6.75  -1.86  0.309
H  -4.45  -7.79  0.68  0.337
H  -5.03  -6.14  0.46  0.270
H  -2.13  -7.01  0.82  0.289
H  -2.97  -5.64  1.58  0.322
O  -4.26  6.03  1.76  -0.564
C  -3.22  6.06  1.18  0.326
C  -1.93  5.34  1.53  -0.164
C  -0.89  6.07  0.68  -0.417
C  -1.73  6.54  -0.50  -0.466
O  -3.05  6.76  0.04  -0.348
H  -2.03  4.29  1.25  0.192
H  -1.72  5.41  2.60  0.311
H  -0.05  5.46  0.39  0.302
H  -0.51  6.93  1.23  0.257
H  -1.81  5.77  -1.28  0.264
H  -1.37  7.46  -0.95  0.311
O  -8.87  1.31  1.55  -0.578
C  -8.15  2.16  1.98  0.434
C  -7.22  2.09  3.18  -0.343
C  -6.91  3.56  3.46  -0.516
C  -7.04  4.17  2.07  -0.250
O  -8.05  3.38  1.41  -0.365
H  -6.34  1.53  2.89  0.244
H  -7.72  1.58  4.01  0.290
H  -5.94  3.74  3.91  0.308
H  -7.67  3.98  4.12  0.262
H  -6.11  4.10  1.50  0.171
H  -7.36  5.21  2.09  0.333
O  7.11  -0.01  0.07  -0.574
C  6.75  -0.75  -0.80  0.461
C  5.84  -1.95  -0.62  -0.040
C  6.03  -2.72  -1.93  -0.569
C  6.38  -1.59  -2.89  -0.446
O  7.07  -0.60  -2.10  -0.380
H  4.82  -1.58  -0.50  -0.138
H  6.12  -2.51  0.26  0.422
H  5.16  -3.29  -2.25  0.314
H  6.87  -3.40  -1.84  0.277
H  5.49  -1.12  -3.32  0.245
H  7.04  -1.89  -3.71  0.353

Properties
**Kohn-Sham gap**: 8.9 eV
**Electronic energy**: -80809.5822 eV
**Charge**: 0
**HOMO level**: -0.3152 Ha
**ΔE to the lowest compared entry with this formula, charge and spin**: 0.00 kcal per mole
**E_LUMO**: 0.36 eV
**SMILES**: C[C@H](Cl)Cc1cc2ncc(C[C@@H](O)CN)nc2cc1C[C@@H](C)O.O=C1CCCO1.O=C1CCCO1.O=C1CCCO1.O=C1CCCO1.O=C1CCCO1
**Strongest force on any atom**: 0.9 eV Å⁻¹

***

Density functional theory data (ωB97M-V/def2-TZVPD) for a molecular structure, C37H55BN6P2S3Tm.

Last column: Mulliken spin population.
Positions of all 105 atoms, in Å:
Tm  -3.05  0.21  0.25  2.031
C  0.83  3.99  -1.27  0.000
C  1.25  2.57  -1.46  0.000
C  2.41  2.24  -2.10  0.000
C  2.79  0.89  -2.29  0.000
N  2.05  -0.08  -1.81  0.000
N  0.91  0.25  -1.17  0.000
B  0.19  -0.95  -0.59  -0.005
N  0.27  -1.07  0.93  -0.001
N  1.50  -0.60  1.29  0.000
C  1.89  -0.78  2.52  0.000
C  1.07  -1.47  3.45  0.000
C  -0.16  -1.93  3.10  0.001
C  -1.04  -2.67  4.06  0.000
C  -0.59  -1.67  1.76  -0.001
S  -2.17  -2.18  1.24  -0.001
C  3.25  -0.25  2.92  0.000
C  3.07  0.75  4.07  0.000
C  4.11  -1.44  3.38  0.000
C  3.94  0.44  1.74  0.000
N  -0.91  -1.52  -1.51  -0.003
N  0.21  -2.26  -1.41  0.000
C  0.35  -3.42  -1.99  0.000
C  -0.74  -3.81  -2.82  0.000
C  -1.86  -3.05  -2.99  0.001
C  -2.97  -3.46  -3.89  0.000
C  -1.97  -1.82  -2.23  -0.001
S  -3.36  -0.82  -2.25  -0.003
C  1.56  -4.28  -1.72  0.000
C  2.52  -3.56  -0.78  0.000
C  2.23  -4.59  -3.07  0.000
C  1.06  -5.58  -1.08  0.000
C  0.46  1.50  -0.98  0.000
S  -1.02  1.84  -0.14  -0.004
C  4.08  0.50  -3.00  0.000
C  5.12  0.16  -1.92  0.000
C  4.60  1.65  -3.87  0.000
C  3.84  -0.72  -3.88  0.000
H  1.59  4.67  -1.65  0.000
H  0.66  4.21  -0.22  0.000
H  -0.11  4.19  -1.79  0.000
H  3.04  3.03  -2.49  0.000
H  1.44  -1.64  4.45  0.000
H  -0.55  -2.76  5.02  0.000
H  -1.26  -3.67  3.68  0.000
H  -2.00  -2.17  4.18  0.000
H  2.58  0.30  4.93  0.000
H  2.49  1.62  3.75  0.000
H  4.05  1.09  4.40  0.000
H  3.71  -1.93  4.27  0.000
H  5.11  -1.09  3.64  0.000
H  4.21  -2.19  2.59  0.000
H  3.35  1.28  1.36  0.000
H  4.11  -0.26  0.92  0.000
H  4.90  0.82  2.07  0.000
H  -0.66  -4.75  -3.34  0.000
H  -2.75  -4.41  -4.36  0.000
H  -3.12  -2.71  -4.67  0.000
H  -3.91  -3.53  -3.34  0.000
H  2.84  -2.60  -1.17  0.000
H  3.41  -4.18  -0.63  0.000
H  2.06  -3.41  0.20  0.000
H  2.52  -3.69  -3.60  0.000
H  1.59  -5.18  -3.72  0.000
H  3.13  -5.18  -2.89  0.000
H  0.56  -5.39  -0.13  0.000
H  1.92  -6.23  -0.88  0.000
H  0.38  -6.13  -1.72  0.000
H  5.29  1.00  -1.24  0.000
H  6.07  -0.09  -2.40  0.000
H  4.80  -0.70  -1.34  0.000
H  4.94  2.51  -3.28  0.000
H  3.85  2.00  -4.58  0.000
H  5.46  1.30  -4.44  0.000
H  3.55  -1.58  -3.29  0.000
H  4.76  -0.97  -4.41  0.000
H  3.06  -0.53  -4.63  0.000
C  -5.19  1.30  3.64  0.000
P  -3.71  1.58  2.62  -0.007
C  -2.33  1.50  3.80  0.000
C  -3.79  3.30  2.04  0.002
C  -3.40  4.35  2.87  0.000
C  -3.48  5.66  2.44  0.000
C  -3.96  5.94  1.17  0.000
C  -4.35  4.91  0.33  0.000
C  -4.27  3.58  0.75  -0.002
P  -4.84  2.26  -0.36  -0.005
C  -6.65  2.20  -0.19  0.000
C  -4.58  2.87  -2.05  0.000
H  -6.09  1.33  3.02  0.000
H  -5.25  2.09  4.39  0.000
H  -5.13  0.33  4.13  0.000
H  -2.50  2.14  4.67  0.000
H  -1.40  1.80  3.31  0.000
H  -2.23  0.47  4.15  0.000
H  -3.03  4.15  3.87  0.000
H  -3.17  6.46  3.10  0.000
H  -4.03  6.97  0.83  0.000
H  -4.73  5.16  -0.65  0.000
H  -7.06  3.20  -0.34  0.000
H  -6.94  1.86  0.81  0.000
H  -7.08  1.52  -0.92  0.000
H  -5.23  3.72  -2.27  0.000
H  -4.82  2.07  -2.76  0.000
H  -3.54  3.16  -2.19  0.000

Properties
**Kohn-Sham gap (alpha / beta)**: 8.1 / 8.1 eV
**Electronic energy**: -129474.0489 eV
**Charge**: +3
**Spin multiplicity**: 3
**HOMO level (alpha / beta)**: -0.6049 / -0.6060 Ha
**ΔE to the lowest compared entry with this formula, charge and spin**: 0.00 kcal per mole
**E_LUMO (alpha / beta)**: -8.39 / -8.38 eV
**Strongest force on any atom**: 0.8 eV Å⁻¹

***

Density functional theory data (ωB97M-V/def2-TZVPD) for 7 unconnected molecules or ions with the total composition C37H55F4INO20.

Last column: Mulliken spin population.
Positions of all 118 atoms, in Å:
C  1.13  -2.03  1.25  0.012
C  1.13  -0.69  0.51  -0.026
C  1.46  0.40  1.52  0.054
C  -0.29  -0.49  -0.07  0.038
C  -0.43  0.26  -1.41  -0.028
C  -1.35  1.50  -1.28  0.001
C  -0.98  2.46  -0.19  -0.001
O  -1.29  2.33  0.98  0.001
I  0.10  4.27  -0.72  0.000
C  -1.20  -0.67  -2.37  0.016
F  -2.37  -1.04  -1.78  0.000
F  -1.53  -0.02  -3.52  0.000
C  -0.42  -1.96  -2.74  -0.037
F  0.27  -1.76  -3.89  0.000
F  -1.33  -2.96  -2.98  0.000
C  0.89  0.66  -2.16  0.046
C  2.26  0.26  -1.54  -0.064
C  3.00  1.47  -0.98  0.030
C  3.12  -0.29  -2.67  0.007
N  2.14  -0.82  -0.55  0.455
O  2.26  -2.01  -1.02  0.470
H  2.13  -2.35  1.48  -0.002
H  0.66  -2.79  0.64  0.008
H  0.53  -1.95  2.15  -0.002
H  2.53  0.40  1.70  -0.030
H  1.18  1.39  1.20  0.000
H  0.97  0.19  2.46  0.001
H  -0.75  -1.47  -0.15  0.005
H  -0.87  0.04  0.67  0.001
H  -2.37  1.19  -1.12  -0.001
H  -1.33  2.03  -2.22  0.000
H  0.23  -2.30  -1.95  0.026
H  0.90  1.73  -2.28  -0.001
H  0.86  0.26  -3.16  0.005
H  2.49  1.94  -0.15  -0.001
H  4.02  1.21  -0.74  -0.010
H  3.02  2.21  -1.78  -0.001
H  2.55  -1.01  -3.25  0.007
H  4.02  -0.76  -2.30  0.001
H  3.40  0.51  -3.35  0.000
C  3.40  -6.88  -1.86  0.000
C  2.37  -6.42  -0.86  0.001
C  2.64  -5.08  -0.23  0.009
O  1.98  -5.20  1.05  0.001
C  1.96  -6.52  1.37  0.000
O  1.65  -6.95  2.43  0.000
O  2.33  -7.27  0.30  0.000
H  3.15  -7.87  -2.24  0.000
H  3.46  -6.18  -2.69  0.000
H  4.38  -6.95  -1.39  0.000
H  1.37  -6.44  -1.31  0.000
H  2.24  -4.24  -0.79  0.008
H  3.71  -4.91  -0.05  0.000
C  -3.18  4.76  4.82  0.000
C  -3.59  5.25  3.46  0.000
C  -2.47  5.35  2.45  0.000
O  -2.94  6.40  1.58  0.000
C  -3.75  7.20  2.31  0.000
O  -4.16  8.26  1.96  0.000
O  -4.03  6.63  3.51  0.000
H  -4.03  4.75  5.50  0.000
H  -2.78  3.74  4.75  0.000
H  -2.42  5.41  5.25  0.000
H  -4.42  4.65  3.07  0.000
H  -2.32  4.44  1.88  0.000
H  -1.53  5.66  2.89  0.000
C  2.57  -3.57  -7.77  0.000
C  2.84  -3.02  -6.40  0.000
C  4.17  -2.31  -6.21  0.000
O  4.40  -2.52  -4.80  0.000
C  3.77  -3.67  -4.45  0.001
O  3.91  -4.21  -3.40  0.000
O  2.95  -4.08  -5.43  0.000
H  1.61  -4.08  -7.77  0.000
H  2.55  -2.77  -8.52  0.000
H  3.33  -4.31  -8.06  0.000
H  2.02  -2.37  -6.09  0.000
H  4.11  -1.25  -6.42  0.000
H  4.98  -2.76  -6.77  0.000
C  -4.23  -3.64  -4.85  0.000
C  -3.29  -4.79  -5.12  0.000
C  -2.43  -5.21  -3.95  0.000
O  -1.27  -5.75  -4.61  0.000
C  -1.16  -5.14  -5.81  0.000
O  -0.21  -5.20  -6.52  0.000
O  -2.29  -4.43  -6.09  0.000
H  -4.78  -3.38  -5.75  0.000
H  -4.94  -3.91  -4.07  0.000
H  -3.67  -2.76  -4.53  0.000
H  -3.84  -5.65  -5.53  0.000
H  -2.89  -5.97  -3.32  0.000
H  -2.12  -4.36  -3.34  0.000
C  3.68  -0.29  5.61  0.000
C  4.82  0.30  4.82  0.000
C  5.40  1.59  5.38  0.000
O  5.90  2.23  4.19  0.000
C  5.17  1.78  3.14  0.000
O  5.19  2.24  2.05  0.000
O  4.39  0.73  3.52  0.000
H  3.30  -1.18  5.13  0.000
H  4.01  -0.55  6.62  0.000
H  2.86  0.43  5.68  0.000
H  5.61  -0.44  4.68  0.000
H  6.20  1.43  6.09  0.000
H  4.63  2.23  5.82  0.000
C  -7.79  9.06  6.95  0.000
C  -6.74  8.01  6.70  0.000
C  -6.71  7.46  5.29  0.000
O  -6.19  6.14  5.51  0.000
C  -6.51  5.76  6.77  0.000
O  -6.38  4.67  7.20  0.000
O  -7.00  6.82  7.47  0.000
H  -7.77  9.38  7.99  0.000
H  -7.62  9.93  6.32  0.000
H  -8.78  8.67  6.75  0.000
H  -5.75  8.38  6.99  0.000
H  -6.06  8.01  4.62  0.000
H  -7.71  7.37  4.86  0.000

Properties
**Kohn-Sham gap (alpha / beta)**: 8.6 / 9.8 eV
**Electronic energy**: -100672.2429 eV
**Charge**: 0
**Spin multiplicity**: 2
**HOMO level (alpha / beta)**: -0.3238 / -0.3682 Ha
**ΔE to the lowest compared entry with this formula, charge and spin**: 3.74 kcal per mole
**E_LUMO (alpha / beta)**: -0.22 / -0.21 eV
**Strongest force on any atom**: 3.0 eV Å⁻¹

***

Density functional theory data (ωB97M-V/def2-TZVPD) for 14 unconnected molecules or ions with the total composition C37H56FN15O3S.

Last column: Mulliken charge in e.
Positions of all 113 atoms, in Å:
C  0.45  -3.32  7.20  -1.457
C  -0.31  -2.40  6.25  0.941
C  0.14  -2.24  4.95  -1.215
C  -0.51  -1.36  4.03  -0.258
C  -1.63  -0.65  4.46  0.336
C  -2.40  0.36  3.61  1.958
C  -2.17  0.21  2.09  -2.045
C  -1.92  1.78  4.04  -1.486
C  -2.08  -0.86  5.77  -0.244
O  -3.21  -0.17  6.21  -0.486
C  -4.37  -0.87  5.88  -0.619
N  -5.59  -0.06  6.13  0.110
N  -5.35  1.36  5.98  -0.382
S  -6.79  -0.46  5.07  1.092
O  -8.03  0.13  5.43  -0.579
O  -6.89  -1.88  4.99  -0.629
F  -6.43  0.08  3.61  -0.193
C  -1.45  -1.71  6.66  -0.503
H  -0.14  -4.25  7.32  0.285
H  0.56  -2.90  8.20  0.370
H  1.40  -3.62  6.76  0.372
H  1.01  -2.81  4.65  0.439
H  -0.15  -1.21  3.02  0.258
H  -3.48  0.25  3.79  -0.220
H  -2.73  -0.62  1.65  0.408
H  -1.09  0.18  1.88  0.386
H  -2.55  1.13  1.62  0.377
H  -2.20  2.53  3.30  0.462
H  -0.83  1.71  4.11  0.200
H  -2.30  1.98  5.05  0.329
H  -4.42  -1.77  6.53  0.346
H  -4.38  -1.26  4.85  0.534
H  -6.17  1.81  5.58  0.227
H  -5.28  1.78  6.90  0.217
H  -1.82  -1.82  7.68  0.681
C  -2.36  -1.30  -1.79  -0.735
C  -1.16  -0.61  -1.33  0.500
N  -0.21  -0.06  -0.99  -0.523
H  -2.99  -0.62  -2.34  0.274
H  -2.07  -2.13  -2.44  0.189
H  -2.91  -1.69  -0.94  0.290
C  2.57  1.11  5.13  -0.863
C  1.97  1.31  3.81  0.470
N  1.49  1.46  2.78  -0.416
H  3.43  0.45  5.04  0.307
H  2.88  2.06  5.55  0.340
H  1.84  0.65  5.79  0.196
C  -2.65  -1.35  -5.87  -0.520
C  -3.16  -2.60  -5.31  0.387
N  -3.55  -3.57  -4.84  -0.456
H  -2.32  -1.51  -6.90  0.356
H  -3.43  -0.59  -5.87  0.283
H  -1.81  -1.00  -5.28  -0.107
C  -4.33  -3.28  9.66  -0.966
C  -2.97  -2.76  9.65  0.478
N  -1.90  -2.35  9.63  -0.457
H  -5.04  -2.46  9.55  0.272
H  -4.46  -3.98  8.83  0.279
H  -4.52  -3.79  10.60  0.348
C  1.64  -0.07  -5.25  -0.504
C  0.36  0.42  -5.75  0.576
N  -0.65  0.82  -6.12  -0.548
H  2.41  0.67  -5.40  0.218
H  1.56  -0.29  -4.19  0.205
H  1.91  -0.97  -5.78  0.071
C  4.43  1.62  -8.30  -0.761
C  3.89  0.40  -7.71  0.486
N  3.47  -0.57  -7.25  -0.469
H  4.78  1.43  -9.31  0.327
H  3.65  2.39  -8.33  0.244
H  5.26  1.99  -7.70  0.212
C  2.80  -4.34  -5.51  -0.844
C  2.65  -3.31  -4.48  0.390
N  2.53  -2.50  -3.68  -0.374
H  2.37  -3.99  -6.44  0.292
H  3.86  -4.55  -5.66  0.270
H  2.30  -5.25  -5.19  0.313
C  4.70  6.08  -7.16  -0.721
C  5.42  4.86  -7.56  0.373
N  6.04  3.92  -7.83  -0.335
H  5.02  6.92  -7.77  0.285
H  3.63  5.94  -7.28  0.280
H  4.91  6.31  -6.12  0.097
C  -7.04  3.58  1.78  -0.832
C  -7.19  3.39  3.22  0.469
N  -7.32  3.24  4.34  -0.493
H  -7.51  4.51  1.48  0.327
H  -5.98  3.62  1.52  0.250
H  -7.50  2.76  1.24  0.266
C  6.26  7.93  -3.03  -0.831
C  5.71  8.09  -4.38  0.424
N  5.28  8.21  -5.43  -0.432
H  7.07  7.21  -3.04  0.265
H  6.64  8.89  -2.67  0.303
H  5.48  7.59  -2.35  0.272
C  2.25  -2.16  -0.25  -0.634
C  2.09  -2.35  1.19  0.376
N  1.95  -2.50  2.32  -0.420
H  1.75  -1.25  -0.56  0.143
H  3.31  -2.08  -0.49  0.309
H  1.83  -3.01  -0.79  0.206
C  10.14  2.59  -6.42  -0.923
C  8.84  3.01  -6.95  0.279
N  7.82  3.33  -7.38  -0.152
H  10.88  3.38  -6.59  0.264
H  10.06  2.41  -5.35  0.261
H  10.47  1.68  -6.91  0.265
C  -2.72  -6.90  -3.07  -0.640
C  -1.44  -6.38  -2.59  0.324
N  -0.44  -5.97  -2.22  -0.382
H  -3.19  -6.17  -3.74  0.196
H  -2.56  -7.83  -3.61  0.263
H  -3.38  -7.09  -2.23  0.254

Properties
**Kohn-Sham gap**: 8.4 eV
**Electronic energy**: -81315.9095 eV
**Charge**: 0
**HOMO level**: -0.2978 Ha
**E_LUMO**: 0.33 eV
**Strongest force on any atom**: 6.4 eV Å⁻¹